{"formula": "C29H33FeN3O", "method": "ωB97M-V/def2-TZVPD", "homo_lumo_gap_ev": [1.95, 7.93], "total_charge": -2, "e_homo_ev": [2.550, -3.503], "multiplicity": 5, "symbols": ["Fe", "N", "N", "C", "C", "C", "C", "H", "H", "H", "C", "C", "H", "H", "H", "C", "C", "H", "H", "H", "C", "H", "H", "H", "C", "H", "H", "H", "C", "H", "C", "H", "C", "H", "C", "H", "C", "C", "H", "C", "C", "H", "C", "H", "N", "C", "C", "C", "H", "C", "C", "H", "H", "H", "C", "H", "C", "C", "H", "H", "H", "C", "H", "H", "H", "O", "C"], "positions_angstrom": [[-0.331, -0.011, 1.425], [-1.036, -1.600, 2.605], [-0.042, -2.344, -0.166], [1.019, 1.476, 0.721], [1.855, 0.364, 1.054], [1.574, -0.025, 2.397], [2.333, -1.062, 3.160], [2.945, -1.677, 2.485], [1.649, -1.697, 3.736], [3.023, -0.592, 3.874], [0.584, 0.868, 2.939], [0.128, 0.920, 4.349], [0.982, 1.017, 5.037], [-0.401, -0.016, 4.581], [-0.534, 1.781, 4.485], [0.188, 1.790, 1.864], [-0.750, 2.938, 1.959], [-1.562, 2.685, 2.652], [-1.157, 3.172, 0.964], [-0.244, 3.839, 2.336], [2.962, -0.191, 0.209], [3.900, -0.274, 0.774], [3.194, 0.457, -0.643], [2.721, -1.201, -0.156], [1.122, 2.335, -0.497], [0.133, 2.457, -0.959], [1.804, 1.910, -1.243], [1.505, 3.340, -0.257], [-1.855, -1.779, 3.755], [-2.027, -0.911, 4.449], [-2.480, -3.006, 4.051], [-3.129, -3.164, 4.914], [-2.319, -4.151, 3.237], [-2.843, -5.133, 3.336], [-1.347, -4.012, 2.277], [-1.077, -4.830, 1.572], [-0.679, -2.800, 2.048], [0.321, -2.985, 1.006], [1.376, -3.114, 1.194], [-0.483, -1.022, -0.379], [0.052, -2.997, -1.384], [0.216, -4.056, -1.375], [-0.105, -2.101, -2.379], [-0.037, -2.311, -3.434], [-0.386, -0.869, -1.770], [-0.305, 0.288, -2.632], [0.830, 0.474, -3.472], [0.849, 1.577, -4.337], [1.704, 1.715, -5.002], [-0.225, 2.470, -4.399], [-0.213, 3.634, -5.340], [-0.246, 4.580, -4.788], [-1.067, 3.632, -6.029], [0.695, 3.616, -5.942], [-1.335, 2.254, -3.579], [-2.228, 2.877, -3.639], [-1.398, 1.156, -2.708], [-2.642, 0.847, -1.934], [-3.150, -0.061, -2.307], [-3.323, 1.698, -2.053], [-2.469, 0.698, -0.859], [2.017, -0.437, -3.467], [1.823, -1.335, -4.065], [2.344, -0.731, -2.463], [2.858, 0.082, -3.936], [-3.190, -0.438, 1.006], [-2.089, -0.016, 1.140]]}

---

{"formula": "C28H20N6O2S3Tl", "method": "ωB97M-V/def2-TZVPD", "homo_lumo_gap_ev": 7.28, "total_charge": 1, "e_homo_ev": -10.629, "symbols": ["Tl", "N", "C", "S", "N", "N", "C", "C", "C", "C", "C", "C", "N", "H", "H", "H", "H", "H", "H", "H", "S", "C", "C", "C", "C", "C", "C", "N", "C", "C", "C", "C", "C", "C", "C", "C", "N", "C", "C", "C", "C", "C", "S", "C", "H", "H", "H", "H", "H", "H", "H", "H", "H", "H", "H", "H", "O", "C", "O", "H"], "positions_angstrom": [[0.387, -1.154, 0.862], [4.477, -3.102, 0.869], [3.375, -2.377, 1.098], [2.594, -1.705, -0.307], [3.076, -2.213, 2.375], [1.962, -1.518, 2.608], [1.666, -1.155, 3.790], [0.420, -0.406, 4.009], [-0.003, -0.083, 5.291], [-1.195, 0.602, 5.450], [-1.938, 0.943, 4.329], [-1.450, 0.586, 3.087], [-0.294, -0.057, 2.933], [4.771, -3.303, -0.069], [4.954, -3.521, 1.650], [2.312, -1.394, 4.629], [0.597, -0.377, 6.142], [-1.547, 0.860, 6.440], [-2.879, 1.468, 4.414], [-1.999, 0.811, 2.180], [-1.684, -4.986, -3.216], [-2.238, -5.806, -4.602], [-2.495, -4.951, -5.629], [-2.210, -3.605, -5.289], [-1.743, -3.457, -4.013], [-1.340, -2.217, -3.341], [-0.948, -2.217, -1.986], [-0.580, -1.131, -1.346], [-0.557, 0.054, -1.980], [-0.924, 0.167, -3.321], [-0.880, 1.457, -3.955], [-0.489, 2.552, -3.274], [-0.103, 2.463, -1.891], [0.309, 3.574, -1.144], [0.669, 3.445, 0.182], [0.602, 2.150, 0.728], [0.212, 1.095, 0.045], [-0.139, 1.223, -1.250], [1.097, 4.587, 0.999], [1.175, 5.901, 0.634], [1.642, 6.746, 1.674], [1.914, 6.058, 2.814], [1.574, 4.396, 2.647], [-1.317, -1.001, -3.989], [-2.355, -6.879, -4.579], [-2.865, -5.268, -6.593], [-2.346, -2.781, -5.976], [-0.930, -3.138, -1.412], [-1.169, 1.531, -4.996], [-0.458, 3.520, -3.758], [0.343, 4.542, -1.628], [0.872, 1.974, 1.764], [0.914, 6.265, -0.351], [1.779, 7.813, 1.571], [2.287, 6.437, 3.753], [-1.599, -0.932, -5.033], [-0.160, -3.452, 1.216], [-1.342, -3.143, 1.498], [-1.773, -1.961, 1.423], [-2.031, -3.930, 1.825]]}

---

{"formula": "CH8NO2", "method": "ωB97M-V/def2-TZVPD", "homo_lumo_gap_ev": [6.06, 10.68], "e_homo_ev": [-5.527, -10.163], "multiplicity": 2, "symbols": ["C", "N", "H", "H", "H", "H", "H", "H", "O", "H", "H", "O"], "positions_angstrom": [[-0.425, -1.463, 0.793], [0.872, -1.134, 1.110], [-0.771, -2.480, 0.740], [-1.164, -0.712, 0.600], [1.026, -0.176, 1.360], [1.606, -1.810, 1.089], [-0.514, 1.840, -0.393], [0.014, 2.993, 0.412], [-0.545, 2.207, 0.503], [0.744, 0.402, -2.253], [-0.836, 0.270, -2.199], [-0.006, 0.063, -1.762]]}